(1)
DFT (ωB97M-V/def2-TZVPD) results for C3H7ClN4 in the gas phase in a non-equilibrium geometry.

Computed properties:
* relative energy (zero: lowest compared OMol25 entry of this formula, charge and spin): 414.4 kJ/mol
* SMILES: N/N=C\C(CCl)=N/N
* Kohn-Sham gap: 8.9 eV
* lowest unoccupied orbital energy: 0.0 eV
* HOMO energy: -8.85 eV
* electronic energy: -797.58282 Ha

Structure (ORCA input):
```
! RIJCOSX wB97M-V def2-TZVPD def2/J DEFGRID3
* xyz 0 1
C -0.94 0.72 0.22
C -0.13 -0.53 0.32
C 1.36 -0.51 0.76
H 0.96 2.91 -0.83
H 1.30 1.43 -0.99
H -2.08 0.88 0.23
H 1.80 0.52 1.13
H 1.35 -1.23 1.75
H -2.46 -0.89 -0.81
H -1.99 -2.68 -0.78
N 0.93 2.01 -0.25
N -0.38 1.87 -0.08
N -0.52 -1.72 -0.02
N -1.93 -1.76 -0.34
Cl 2.70 -1.03 -0.32
*
```

=====

(2)
DFT (ωB97M-V/def2-TZVPD) results for 2 unconnected molecules or ions with the total composition C3H11NOS in a non-equilibrium geometry.

Computed properties:
* relative energy (zero: lowest compared OMol25 entry of this formula, charge and spin): 92.6 kJ/mol
* SMILES: CNCCS.O
* Kohn-Sham gap: 10.0 eV
* lowest unoccupied orbital energy: 0.8 eV
* HOMO energy: -9.20 eV
* electronic energy: -649.04675 Ha

Structure (ORCA input):
```
! RIJCOSX wB97M-V def2-TZVPD def2/J DEFGRID3
* xyz 0 1
C -1.90 0.37 0.53
N -0.66 -0.18 0.00
C 0.51 0.70 0.33
C 1.75 -0.19 0.37
S 2.00 -1.42 1.70
H -2.17 1.40 0.32
H -1.97 0.35 1.64
H -2.73 -0.29 0.25
H -0.49 -0.99 0.58
H 0.53 1.44 -0.47
H 0.30 1.09 1.34
H 1.75 -0.74 -0.57
H 2.64 0.45 0.38
H 0.76 -1.45 2.19
H -0.06 -0.72 -2.25
H -0.48 0.22 -3.44
O 0.23 -0.07 -2.88
*
```

=====

(3)
DFT (ωB97M-V/def2-TZVPD) results for 2 unconnected molecules or ions with the total composition C25H47Br2N3O5P in a non-equilibrium geometry.

Computed properties:
* relative energy (zero: lowest compared OMol25 entry of this formula, charge and spin): 8.1 kJ/mol
* Kohn-Sham gap: 7.1 eV
* lowest unoccupied orbital energy: -3.8 eV
* HOMO energy: -10.88 eV
* electronic energy: -7010.36359 Ha

Structure (ORCA input):
```
! RIJCOSX wB97M-V def2-TZVPD def2/J DEFGRID3
* xyz 1 1
C -5.48 6.42 -2.58
C -4.45 5.70 -3.42
C -3.56 4.66 -2.72
N -4.16 4.11 -1.50
N -3.26 3.33 -0.76
C -3.02 2.07 -1.15
N -3.73 1.58 -2.25
C -2.90 1.33 -3.47
C -3.20 -0.02 -4.09
C -2.14 1.32 -0.41
Br -1.79 -0.43 -0.83
C -1.52 1.87 0.68
O -0.67 1.11 1.41
C -1.74 3.18 1.04
C -1.03 3.80 2.20
C 0.50 3.59 2.29
C 1.22 3.59 0.94
C 2.15 2.39 0.69
C 2.14 1.83 -0.74
C 2.04 0.30 -0.82
C 3.30 -0.33 -1.39
C 3.17 -1.82 -1.73
C 3.43 -2.76 -0.54
C 2.60 -4.01 -0.51
O 1.25 -3.81 -0.13
C 1.00 -4.23 1.20
C -2.65 3.90 0.31
P -3.06 5.64 0.88
O -2.94 6.39 -0.54
Br -5.25 5.38 1.23
H -6.31 6.71 -3.21
H -5.90 5.81 -1.79
H -5.10 7.34 -2.15
H -4.91 5.23 -4.28
H -3.77 6.44 -3.81
H -3.39 3.85 -3.42
H -2.60 5.06 -2.49
H -4.99 3.57 -1.69
H -4.11 0.69 -1.95
H -3.16 2.08 -4.19
H -1.85 1.43 -3.26
H -3.65 0.10 -5.07
H -2.29 -0.59 -4.23
H -3.88 -0.61 -3.50
H -1.12 0.66 2.13
H -1.22 4.86 2.23
H -1.48 3.40 3.10
H 0.85 4.44 2.87
H 0.75 2.73 2.88
H 0.52 3.73 0.13
H 1.87 4.46 0.93
H 1.96 1.59 1.39
H 3.15 2.73 0.92
H 1.37 2.31 -1.33
H 3.08 2.09 -1.20
H 1.20 0.00 -1.43
H 1.85 -0.12 0.16
H 3.60 0.20 -2.28
H 4.12 -0.26 -0.68
H 3.88 -2.08 -2.50
H 2.19 -2.03 -2.14
H 3.32 -2.23 0.41
H 4.46 -3.10 -0.58
H 2.59 -4.43 -1.51
H 3.05 -4.75 0.14
H 1.64 -5.03 1.50
H -0.02 -4.57 1.26
H 1.11 -3.39 1.89
H -3.71 6.94 -0.71
O 3.32 -5.47 2.67
C 3.30 -6.60 3.10
O 3.40 -6.77 4.42
C 3.25 -8.05 5.06
C 4.53 -8.85 5.05
C 3.24 -7.79 2.18
H 2.41 -8.60 4.61
H 2.96 -7.81 6.08
H 4.86 -9.08 4.04
H 4.40 -9.78 5.59
H 5.33 -8.28 5.53
H 4.24 -8.00 1.81
H 2.60 -7.54 1.33
H 2.84 -8.69 2.64
*
```

=====

Q: Among the records above, which one has the highest HOMO energy?
A: C3H7ClN4